# 1
Entry from the Open Molecules 2025 dataset: 33 unconnected molecules or ions with the total composition C7H75N2O32S in a non-equilibrium geometry (ωB97M-V/def2-TZVPD).

The geometry in ORCA input format:
```
! RIJCOSX wB97M-V def2-TZVPD def2/J DEFGRID3
* xyz 1 1
N 1.3893 1.7870 -1.3591
C 0.6346 0.5808 -1.6349
C 0.4560 -0.4107 -0.4646
C 1.6459 -0.6422 0.4283
C 1.3976 -0.6599 1.7681
N 2.3638 -0.8821 2.6678
C 3.6268 -1.0801 2.3075
C 3.9656 -1.0650 0.9929
C 2.9731 -0.8679 0.0378
S 3.3598 -0.8983 -1.6668
H 2.2716 1.6469 -0.8925
H 0.8531 2.5178 -0.9202
H -0.3589 0.8689 -1.9499
H 1.0618 0.0574 -2.4804
H 0.1096 -1.3852 -0.8056
H -0.3188 -0.0139 0.1803
H 0.4076 -0.5064 2.1601
H 2.1368 -0.8915 3.6536
H 4.3972 -1.2458 3.0387
H 4.9832 -1.2113 0.6818
H 4.5331 -1.5510 -1.6725
O 3.4231 -4.6592 -2.3717
H 3.3793 -3.7542 -2.0572
H 4.2653 -4.9916 -2.0392
O 5.7581 -2.7691 3.3918
H 5.2228 -3.4324 2.9359
H 6.1841 -3.2976 4.0762
O 5.9717 1.9473 2.7232
H 5.4374 1.2737 2.2892
H 6.4731 1.4609 3.3897
O 3.5986 -7.4297 -3.5199
H 3.5914 -6.5400 -3.1632
H 4.4473 -7.8137 -3.2777
O -1.5243 0.3591 -3.9931
H -1.5220 1.1838 -4.4979
H -2.3048 -0.1070 -4.3140
O -3.6483 -1.0699 -3.0570
H -4.1367 -1.7228 -2.5383
H -2.9254 -0.7951 -2.4849
O 4.9180 3.3786 5.2448
H 5.0122 3.0804 4.3343
H 5.1663 4.3080 5.2317
O -1.2460 1.6947 1.4556
H -0.4113 2.0764 1.1604
H -1.9116 2.1538 0.9251
O -5.4914 -2.2764 -1.0107
H -6.3570 -2.7016 -0.9883
H -5.4124 -1.8201 -0.1613
O 3.2938 2.5168 1.2120
H 2.8304 1.8853 1.7703
H 4.0331 2.8157 1.7584
O -1.3951 4.5666 1.6297
H -1.8615 3.8718 2.1135
H -0.6783 4.8287 2.2213
O 5.4381 -5.5069 3.1532
H 4.9476 -6.3257 3.3054
H 5.8292 -5.6652 2.2876
O 4.0175 -7.6619 1.8629
H 4.3772 -8.5098 2.1457
H 3.0659 -7.8088 1.8540
O 5.5153 3.4827 -0.8844
H 4.9677 3.3065 -0.1151
H 5.5534 2.6349 -1.3432
O -3.6243 0.3883 2.8921
H -2.8952 0.8250 2.4409
H -4.3064 1.0780 2.8555
O -0.1494 2.8385 -5.0571
H 0.3653 2.6478 -4.2663
H 0.3675 3.4836 -5.5571
O 2.9204 -9.0765 -0.5684
H 2.8926 -8.3460 -1.1957
H 2.1459 -9.5974 -0.8058
O 7.2727 1.2233 -1.0717
H 7.5514 1.9994 -0.5709
H 8.0785 0.8834 -1.4734
O -5.9996 -1.3891 1.8966
H -6.4790 -2.0068 2.4569
H -5.2564 -1.0904 2.4351
O -4.9518 1.6340 5.0853
H -4.5369 2.4128 5.4796
H -4.2049 1.0870 4.8139
O -3.3000 -2.7245 -5.9675
H -4.1664 -3.1411 -5.9269
H -3.2193 -2.2631 -5.1229
O 0.5368 -4.7730 -1.5362
H 0.7108 -4.0273 -0.9576
H 1.3899 -4.9658 -1.9501
O -5.3755 2.8930 2.0152
H -5.7325 3.4143 2.7408
H -5.5829 3.3937 1.2170
O -3.0177 7.0777 1.0630
H -3.7443 7.0720 1.6994
H -2.4970 6.2951 1.2954
O 1.4182 4.0742 -7.2898
H 1.4841 3.7879 -8.2056
H 1.6316 5.0125 -7.3106
O -3.6053 0.6126 -6.2634
H -4.1951 0.4034 -5.5300
H -3.5294 -0.2213 -6.7448
O -3.7508 4.4369 6.0594
H -3.0613 4.8150 5.4957
H -4.4574 5.0889 6.0411
O -4.2612 4.4241 -0.2946
H -4.1940 3.9624 -1.1374
H -3.7811 5.2488 -0.4419
O -2.4889 5.6823 4.6007
H -2.3828 5.4693 3.6679
H -2.2714 6.6186 4.6646
O -8.2296 -3.7628 -1.0714
H -9.0170 -4.0083 -1.5662
H -8.2074 -4.3744 -0.3289
O -5.5958 8.2694 -0.1656
H -5.5782 9.1691 0.1739
H -4.7659 7.8773 0.1244
O -1.4780 -6.5901 -2.8768
H -1.8874 -7.2980 -2.3717
H -0.7687 -6.2579 -2.3140
*
```

Computed properties:
HOMO: -12.14 eV
energy relative to the best compared isomer or geometry (same formula, charge and spin): 0.0 kcal/mol

=====

# 2
Entry from the Open Molecules 2025 dataset: 6 unconnected molecules or ions with the total composition C27H42BClO18 in a non-equilibrium geometry (ωB97M-V/def2-TZVPD).

The geometry in ORCA input format:
```
! RIJCOSX wB97M-V def2-TZVPD def2/J DEFGRID3
* xyz 0 1
C 4.8375 3.1602 -0.4362
C 5.0112 2.2863 -1.8117
C 4.1657 0.8823 -1.8583
Cl 4.5139 0.1385 -3.5608
B 2.5311 1.0486 -1.7756
C 1.6338 1.1734 -0.3980
C 1.0157 2.6742 -0.1241
O 0.9721 3.0754 1.1753
O 0.5024 3.6034 -1.1432
C 1.5370 4.5271 -1.6332
C 1.9180 4.3943 -3.2547
O 2.2008 5.4366 -0.9143
H 5.2310 4.2675 -0.6454
H 3.7378 3.2795 -0.0545
H 5.5459 2.7021 0.3759
H 6.1634 1.9817 -1.8812
H 4.8106 2.9184 -2.8024
H 4.5821 0.1273 -1.0405
H 1.9231 1.0596 -2.8079
H 2.3089 0.7629 0.4844
H 0.7247 0.4101 -0.5138
H 1.1837 3.6400 -3.7665
H 1.7919 5.4865 -3.7166
H 3.0338 4.0277 -3.4204
C 2.4485 -1.7704 3.1376
C 1.7164 -2.7425 2.2353
C 2.0852 -4.1757 2.4723
O 1.8257 -4.7697 1.2131
C 1.9820 -3.7804 0.2808
O 2.0256 -3.9676 -0.9222
O 2.0865 -2.5555 0.8793
H 2.1248 -0.7450 2.9290
H 2.2578 -1.9874 4.1928
H 3.5287 -1.7985 2.9582
H 0.6332 -2.5885 2.3146
H 1.4734 -4.6388 3.2519
H 3.1438 -4.3220 2.7140
C -1.1084 -2.5210 6.4455
C -1.2010 -3.8840 5.7907
C -1.3136 -5.0137 6.7692
O -0.7641 -6.1000 6.0455
C 0.1235 -5.5601 5.1551
O 0.9223 -6.2062 4.5002
O -0.0028 -4.1997 5.1012
H -1.0459 -1.7388 5.6814
H -1.9808 -2.3231 7.0754
H -0.2026 -2.4340 7.0551
H -2.0230 -3.8988 5.0644
H -2.3510 -5.2201 7.0481
H -0.7209 -4.8668 7.6789
C -4.9229 -0.7072 1.5895
C -4.3375 -1.4783 2.7548
C -5.3717 -2.0454 3.6795
O -4.6713 -2.1262 4.9077
C -3.7115 -1.1518 4.8688
O -3.0463 -0.8007 5.8272
O -3.6015 -0.6224 3.6129
H -4.1212 -0.3340 0.9432
H -5.5877 -1.3368 0.9907
H -5.4795 0.1710 1.9339
H -3.6568 -2.2566 2.3885
H -5.7139 -3.0352 3.3635
H -6.2414 -1.3934 3.8176
C 3.3639 -1.4285 -7.8798
C 2.4957 -0.1870 -7.8674
C 3.1026 0.9771 -8.5905
O 2.5030 2.0847 -7.9429
C 2.2016 1.6720 -6.6736
O 1.8516 2.4135 -5.7725
O 2.3491 0.3183 -6.5506
H 2.8605 -2.2461 -7.3526
H 3.5775 -1.7534 -8.9024
H 4.3104 -1.2564 -7.3562
H 1.4959 -0.4217 -8.2528
H 2.8609 0.9755 -9.6573
H 4.1892 1.0503 -8.4699
C -3.3179 3.9210 -0.7288
C -4.6111 3.2399 -1.1272
C -5.7526 4.1899 -1.3288
O -6.8789 3.3753 -1.0579
C -6.4538 2.4059 -0.1909
O -7.1926 1.6444 0.4080
O -5.0907 2.4083 -0.0836
H -2.5205 3.1789 -0.6137
H -3.0064 4.6524 -1.4806
H -3.4162 4.4251 0.2386
H -4.4501 2.6125 -2.0126
H -5.7937 4.5795 -2.3501
H -5.7538 5.0298 -0.6252
*
```

Computed properties:
HOMO: -10.23 eV

=====

# 3
Entry from the Open Molecules 2025 dataset: a single C5H9N2P molecule in a non-equilibrium geometry (ωB97M-V/def2-TZVPD).

The geometry in ORCA input format:
```
! RIJCOSX wB97M-V def2-TZVPD def2/J DEFGRID3
* xyz 0 1
C -3.1975 0.1171 0.7601
P -1.7694 -0.2712 -0.5280
N -0.4447 0.8583 -0.2350
N 0.7824 0.3766 -0.1703
C 1.7917 1.2822 -0.4116
C 2.9258 0.5949 -0.2043
C 2.6525 -0.6926 0.1886
C 1.2747 -0.8322 0.1100
H -3.8718 -0.3368 0.0419
H -3.4991 1.0409 1.0459
H -2.8861 -0.5635 1.5543
H -1.9787 -0.1686 -1.8102
H -1.8796 -1.7099 -0.4531
H 1.8399 2.3577 -0.3832
H 3.9772 1.0527 -0.0374
H 3.5194 -1.3355 0.1725
H 0.7633 -1.7699 0.3597
*
```

Computed properties:
HOMO: -6.76 eV
energy relative to the best compared isomer or geometry (same formula, charge and spin): 104.4 kcal/mol

=====

# 4
Entry from the Open Molecules 2025 dataset: a gas-phase ion, C7H15N2 (charge +1) in a non-equilibrium geometry (ωB97M-V/def2-TZVPD).

The geometry in ORCA input format:
```
! RIJCOSX wB97M-V def2-TZVPD def2/J DEFGRID3
* xyz 1 1
C 2.4884 2.2683 1.5679
N 1.9901 0.9867 1.1955
C 1.5749 0.6361 0.0639
C 1.2841 -0.6701 -0.4630
C -0.1951 -0.8356 -0.7793
C -0.4256 -0.6795 -2.2302
N -1.1122 -0.8039 0.0916
C -1.0200 -0.6703 1.5382
C -2.5328 -0.7921 -0.3833
H 2.6784 2.8700 0.7643
H 3.3600 1.9626 2.1515
H 1.9410 2.7577 2.3019
H 1.5224 1.4850 -0.6669
H 1.6963 -0.8886 -1.4133
H 1.7629 -1.3376 0.3739
H -1.5205 -0.7748 -2.3405
H 0.1729 -1.3460 -2.8853
H -0.2206 0.3560 -2.4712
H -1.5813 0.2450 1.8196
H -0.0102 -0.6518 2.1038
H -1.5522 -1.4628 2.0357
H -2.6499 -1.1789 -1.3382
H -2.9782 -1.3575 0.4327
H -2.9859 0.1352 -0.2822
*
```

Computed properties:
HOMO: -12.87 eV
energy relative to the best compared isomer or geometry (same formula, charge and spin): 61.3 kcal/mol

=====

# 5
Entry from the Open Molecules 2025 dataset: 12 unconnected molecules or ions with the total composition C36H66F36N12P6 in a non-equilibrium geometry (ωB97M-V/def2-TZVPD).

The geometry in ORCA input format:
```
! RIJCOSX wB97M-V def2-TZVPD def2/J DEFGRID3
* xyz -1 2
C 3.4022 -10.6557 3.1370
C 3.1388 -9.4787 4.0740
N 3.7564 -8.2313 3.7874
C 5.0825 -8.1066 3.4361
C 5.2637 -6.7605 3.3007
N 4.0950 -6.0814 3.4333
C 3.1606 -7.0237 3.7607
C 3.7892 -4.7190 3.1267
H 3.0160 -11.5721 3.5833
H 4.4756 -10.7296 2.9627
H 2.8933 -10.5888 2.1754
H 3.5108 -9.6972 5.0750
H 2.0773 -9.2377 4.1310
H 5.7678 -8.9162 3.2330
H 6.0743 -6.2125 2.8434
H 2.1257 -6.9274 4.0542
H 3.0401 -4.3166 3.8086
H 3.3689 -4.6416 2.1239
H 4.6715 -4.0794 3.1534
C 0.3740 -2.7755 2.0383
C -0.3758 -2.8574 0.6798
N -0.2745 -1.5860 -0.1043
C 0.3732 -1.2813 -1.3093
C 0.0813 0.0461 -1.6287
N -0.8965 0.5531 -0.7493
C -1.1537 -0.4297 0.1645
C -1.2112 1.9950 -0.6451
H 1.4333 -2.5340 1.9499
H 0.2596 -3.6524 2.6755
H -0.0884 -1.8940 2.4823
H -1.4442 -3.0143 0.8282
H 0.0036 -3.7274 0.1438
H 0.9031 -2.1390 -1.6966
H 0.4974 0.6974 -2.3831
H -1.8735 -0.3473 0.9654
H -0.6812 2.6493 -1.3373
H -1.0372 2.2074 0.4098
H -2.2277 2.2802 -0.9162
C -5.1716 4.3065 -1.2508
C -4.7476 5.7654 -1.4535
N -5.4008 6.3389 -2.7027
C -4.8412 6.2752 -3.9604
C -5.6381 7.0667 -4.7588
N -6.7820 7.4174 -4.1292
C -6.6318 6.9925 -2.7960
C -7.9044 8.1252 -4.6108
H -4.7936 3.7068 -0.4228
H -5.0837 3.6518 -2.1179
H -6.2112 4.4263 -0.9461
H -3.6679 5.9144 -1.4668
H -5.1139 6.3182 -0.5884
H -3.9450 5.6747 -4.0111
H -5.4291 7.3266 -5.7860
H -7.2153 7.2602 -1.9274
H -8.5183 8.5132 -3.7980
H -8.6104 7.4424 -5.0836
H -7.7829 8.9923 -5.2600
C 4.7376 2.4277 -3.2908
C 3.5629 1.4569 -3.7071
N 3.8993 0.3368 -4.6554
C 4.0769 0.4467 -6.0162
C 4.2889 -0.8596 -6.5623
N 4.5109 -1.6542 -5.4806
C 4.3697 -0.9105 -4.3539
C 4.9731 -3.0492 -5.6044
H 4.5323 2.9810 -2.3743
H 5.0177 3.0459 -4.1437
H 5.6041 1.7855 -3.1333
H 2.7152 2.0254 -4.0897
H 3.2863 0.8876 -2.8197
H 4.0304 1.4255 -6.4704
H 4.3967 -1.2861 -7.5486
H 4.5755 -1.2816 -3.3608
H 4.1058 -3.7062 -5.6694
H 5.6986 -3.3715 -4.8575
H 5.5215 -3.1982 -6.5346
C 3.9204 7.8740 -0.2544
C 2.6244 8.1886 -0.8654
N 1.4515 7.7482 -0.0860
C 1.1590 8.1022 1.2141
C 0.0159 7.5225 1.6714
N -0.2307 6.5300 0.7345
C 0.6323 6.6852 -0.3833
C -1.2310 5.4318 0.8901
H 4.2220 6.8283 -0.1950
H 4.1233 8.3726 0.6934
H 4.6376 8.4001 -0.8845
H 2.4743 7.7781 -1.8639
H 2.3189 9.2158 -1.0640
H 1.8762 8.8155 1.5925
H -0.5685 7.5523 2.5791
H 0.6880 5.9689 -1.1896
H -2.1900 5.8222 1.2309
H -0.9084 4.7581 1.6840
H -1.2022 4.8477 -0.0297
C -6.0666 -2.3198 2.9246
C -4.7607 -2.4441 2.0519
N -3.7135 -3.1213 2.7872
C -3.2852 -4.4058 2.6194
C -2.2508 -4.5291 3.4491
N -2.1628 -3.4436 4.3319
C -3.1222 -2.5547 3.9233
C -1.1669 -3.2698 5.4370
H -6.6227 -1.4127 2.6882
H -5.7335 -2.2032 3.9559
H -6.6850 -3.2174 2.9324
H -4.2908 -1.5099 1.7445
H -4.8840 -2.9695 1.1049
H -3.8083 -5.0433 1.9219
H -1.6524 -5.4097 3.6307
H -3.3132 -1.5305 4.2077
H -0.3267 -3.9268 5.2125
H -1.7364 -3.5414 6.3258
H -1.0453 -2.2008 5.6120
P -0.3516 -0.5446 -5.6867
F -1.6862 0.1010 -6.2091
F -0.2278 0.5613 -4.5637
F -1.2955 -1.4645 -4.6422
F 0.9260 -1.4759 -5.1516
F -0.8558 -1.8114 -6.5831
F 0.4950 0.1146 -6.9871
P 4.0312 -2.9219 -0.9075
F 5.5396 -2.4434 -1.1602
F 3.9698 -2.4262 0.6630
F 3.3740 -1.5483 -1.4790
F 2.6512 -3.6439 -0.8996
F 4.0594 -3.4334 -2.4461
F 4.6795 -4.3218 -0.2675
P -3.5155 1.6882 2.7227
F -4.0441 0.4367 3.5348
F -5.1008 2.0940 2.5548
F -3.4219 2.6555 4.0048
F -3.0091 2.9287 1.8462
F -1.9144 1.1005 2.8984
F -3.6587 0.7270 1.3968
P -4.4607 -4.4635 -1.6791
F -3.3673 -5.5917 -1.9647
F -5.0950 -5.4186 -0.4773
F -3.3597 -3.8576 -0.5708
F -5.6277 -3.2720 -1.3586
F -3.7996 -3.4373 -2.8215
F -5.4086 -5.2107 -2.7706
P 2.2853 -1.9185 6.3874
F 3.4965 -2.6624 5.5870
F 2.8532 -0.4211 6.2365
F 1.4222 -1.6128 5.0488
F 1.0444 -1.3413 7.1977
F 1.6028 -3.3481 6.7982
F 3.1645 -2.0120 7.7110
P 3.1106 3.7170 0.4221
F 2.5394 5.0516 1.0148
F 1.7059 2.9334 0.3456
F 2.8492 4.3485 -1.0742
F 3.5747 2.3099 -0.2208
F 4.6525 4.1626 0.2521
F 3.2009 3.0529 1.9391
*
```

Computed properties:
HOMO (alpha / beta): -2.63 / -6.60 eV

=====

# 6
Entry from the Open Molecules 2025 dataset: a single C3H4Cl2Si molecule in a non-equilibrium geometry (ωB97M-V/def2-TZVPD).

The geometry in ORCA input format:
```
! RIJCOSX wB97M-V def2-TZVPD def2/J DEFGRID3
* xyz 0 3
C 0.2232 0.4576 -2.5558
C -0.1620 0.0120 -1.5111
C 0.7282 -0.2491 1.3232
Si -0.8331 -0.1000 0.1690
Cl -1.9547 -1.6535 0.7654
Cl -1.9409 1.6310 0.2582
H 0.9131 0.8393 -3.2609
H 0.4171 0.1736 2.3780
H 1.0155 -1.3018 1.5743
H 1.5936 0.1909 0.8597
*
```

Computed properties:
HOMO (alpha / beta): -5.88 / -10.94 eV
energy relative to the best compared isomer or geometry (same formula, charge and spin): 4.9 kcal/mol

=====

# 7
Entry from the Open Molecules 2025 dataset: 2 unconnected molecules or ions with the total composition C2H3IO2S in a non-equilibrium geometry (ωB97M-V/def2-TZVPD).

The geometry in ORCA input format:
```
! RIJCOSX wB97M-V def2-TZVPD def2/J DEFGRID3
* xyz 0 3
C -1.4975 1.0226 0.5082
C -0.7716 1.9890 0.4068
O -2.5279 -0.6609 2.1084
O -1.0449 -0.9024 -1.8257
S -2.3016 -0.6291 0.6737
I -4.4002 -0.0628 -0.4890
H -0.1444 -0.4610 -1.7025
H -1.6514 -0.1851 -2.1470
H -0.4804 2.9999 0.6066
*
```

Computed properties:
HOMO (alpha / beta): -7.12 / -9.81 eV
energy relative to the best compared isomer or geometry (same formula, charge and spin): 58.1 kcal/mol

=====

# 8
Entry from the Open Molecules 2025 dataset: a molecular structure, C26H25BN12S2V (ωB97M-V/def2-TZVPD).

The geometry in ORCA input format:
```
! RIJCOSX wB97M-V def2-TZVPD def2/J DEFGRID3
* xyz 2 4
V -0.1794 0.2150 -0.6178
C 4.1311 0.5737 -0.8783
C 2.8467 0.8672 -1.3209
N 1.9440 0.1371 -0.6708
N 2.6278 -0.6433 0.2095
C 3.9417 -0.3834 0.0959
B 1.7787 -1.5139 1.1765
N 0.7686 -2.3508 0.3379
C 0.6587 -3.6779 0.2303
C -0.3838 -3.9755 -0.6362
C -0.8828 -2.7448 -1.0209
N -0.1802 -1.7634 -0.4371
N 0.9441 -0.4668 2.0368
C 0.8675 -0.3275 3.3639
C -0.0294 0.6930 3.6589
C -0.4643 1.1390 2.4287
N 0.1301 0.4356 1.4368
N 2.5239 -2.4430 2.0890
C 3.8045 -2.8967 2.2054
C 3.8449 -3.8099 3.2211
C 2.5187 -3.8695 3.6893
N 1.7292 -3.0603 3.0157
H 5.0644 0.9853 -1.2183
H 2.5302 1.5742 -2.0696
H 4.6733 -0.8795 0.7033
H 1.3070 -4.3268 0.7938
H -0.7299 -4.9502 -0.9293
H -1.6949 -2.5005 -1.6872
H 1.4247 -0.9840 4.0090
H -0.3170 1.0471 4.6328
H -1.1905 1.8995 2.1864
H 4.5963 -2.5960 1.5459
H 4.7019 -4.3627 3.5632
H 2.1117 -4.4720 4.4856
S -4.2817 0.9122 -2.3520
C -4.5931 0.6072 -0.6724
C -5.8186 0.5677 -0.0123
C -5.8174 0.2235 1.3231
C -4.6250 -0.0955 1.9851
C -3.4098 -0.0504 1.3336
C -3.3956 0.3291 -0.0090
N -2.2728 0.4116 -0.8357
C -2.6065 0.6659 -2.0861
C -1.5841 0.6798 -3.1383
C -1.9531 0.7637 -4.4777
C -0.9776 0.6674 -5.4563
C 0.3425 0.4617 -5.0800
C 0.6921 0.3796 -3.7366
C -0.2453 0.5057 -2.7092
H -6.7426 0.7850 -0.5301
H -6.7537 0.1781 1.8615
H -4.6608 -0.3997 3.0223
H -2.5006 -0.3403 1.8406
H -2.9899 0.8794 -4.7710
H -1.2464 0.7252 -6.5019
H 1.1035 0.3478 -5.8410
H 1.7289 0.1741 -3.5033
N -0.2862 2.7227 -0.7611
N 0.2292 3.9372 -0.2764
C 1.2169 4.0194 0.6115
N 1.7467 5.2050 0.8713
S 1.8587 2.6514 1.4340
H -0.0892 2.6489 -1.7597
H -1.2981 2.7385 -0.6509
H -0.1225 4.7870 -0.6988
H 1.5183 6.0268 0.3304
H 2.4163 5.3160 1.6171
*
```

Computed properties:
HOMO (alpha / beta): -13.58 / -13.60 eV
energy relative to the best compared isomer or geometry (same formula, charge and spin): 9.3 kcal/mol